Formula: C37H36Cl2N5O2P2Pd
Source: the OMol25 dataset
Level of theory: the ωB97M-V functional and the def2-TZVPD basis

Computed properties:
Molar mass = 822.0 g/mol
Multiplicity = 1
Relative energy (zero: lowest compared OMol25 entry of this formula, charge and spin) = 0.00 kJ/mol
Charge = +3
Gap between HOMO and LUMO = 3.3 eV

The geometry in XYZ format:
```
85
Properties=species:S:1:pos:R:3:forces:R:3
Pd 0.424572 0.109649 0.127879 0.0 0.2 -0.2
Cl 1.308006 4.013907 6.941089 0.0 0.0 0.0
C 1.046426 2.952985 5.701365 0.1 -0.1 0.2
C 0.737281 1.615476 5.974707 0.0 -0.1 0.1
C 0.561369 0.759538 4.925702 0.0 -0.1 0.1
Cl 0.164286 -0.835495 5.148581 0.0 0.0 0.0
C 0.760002 1.217383 3.484366 -0.1 -0.3 0.1
O 0.758706 0.385605 2.610016 0.1 0.2 0.0
C 0.973843 2.671323 3.283682 -0.1 0.1 0.1
C 1.020296 3.258055 1.915096 0.4 0.1 -0.1
O 0.935052 2.596798 0.918109 -0.1 -0.1 -0.2
C 1.131741 3.472347 4.345774 0.0 0.1 -0.2
H 0.640399 1.277847 6.998695 0.0 0.0 0.0
H 1.209826 4.342563 1.884532 -0.2 0.0 0.0
H 1.324495 4.533970 4.236670 0.0 0.0 -0.1
N -2.079972 0.266784 -1.224992 -0.1 0.1 0.1
P -1.816716 0.419082 0.447854 -0.1 -0.2 -0.3
C -2.731731 -0.837928 1.334960 0.0 0.1 0.1
C -2.066489 -1.772298 2.124211 0.0 -0.1 0.0
C -2.788458 -2.751404 2.791885 0.0 0.0 0.0
C -4.169513 -2.797233 2.666354 0.0 0.0 0.0
C -4.837089 -1.865944 1.877070 0.0 0.0 0.0
C -4.123066 -0.880884 1.218014 0.0 0.0 0.0
C -2.467827 2.003229 0.967312 0.1 0.0 0.0
C -2.542022 3.074495 0.078335 0.1 0.0 0.0
C -3.046216 4.291721 0.510775 0.0 0.0 0.0
C -3.461088 4.445519 1.827440 0.0 0.0 0.0
C -3.375210 3.382384 2.720009 0.0 0.1 0.0
C -2.882464 2.159335 2.293573 0.0 -0.1 0.0
P -0.718783 -0.630005 -1.681014 -0.2 -0.3 0.2
C -1.041964 -2.386480 -1.554501 0.0 0.0 -0.1
C -1.901352 -2.972244 -2.490197 0.0 0.0 0.0
C -2.231598 -4.310855 -2.375009 0.0 0.0 0.0
C -1.692841 -5.073474 -1.344140 0.0 0.0 0.0
C -0.831801 -4.498399 -0.419950 0.0 0.0 0.0
C -0.512264 -3.153725 -0.520029 0.0 0.0 0.0
C -0.401125 -0.272476 -3.396753 0.0 0.2 0.1
C 0.269550 -1.207638 -4.192694 0.0 -0.1 0.0
C 0.476700 -0.941224 -5.533875 0.0 0.0 0.0
C 0.010208 0.245904 -6.089378 0.0 0.0 0.0
C -0.661469 1.173074 -5.303977 0.0 0.0 0.1
C -0.860387 0.923152 -3.955364 0.1 0.1 0.0
H -2.987333 0.203584 -1.676878 0.0 -0.1 0.0
H -0.984800 -1.755018 2.188432 0.0 0.0 0.0
H -2.275868 -3.491128 3.392960 0.0 0.0 0.0
H -4.732333 -3.564479 3.181048 0.0 0.0 0.0
H -5.913365 -1.908969 1.780821 0.0 0.0 0.0
H -4.653023 -0.147664 0.619454 0.0 0.0 0.0
H -2.211656 2.960059 -0.946128 0.0 0.0 0.0
H -3.124154 5.118548 -0.182031 0.0 0.0 0.0
H -3.871130 5.391398 2.155370 0.0 0.0 0.0
H -3.726976 3.500518 3.736385 0.0 0.0 0.0
H -2.873707 1.312523 2.972186 0.0 0.0 0.0
H -2.303211 -2.391354 -3.312949 0.0 0.0 0.0
H -2.897890 -4.764784 -3.095780 0.0 0.0 0.0
H -1.943944 -6.122836 -1.266279 0.0 0.0 0.0
H -0.407822 -5.098261 0.373979 0.0 0.0 0.0
H 0.147816 -2.700402 0.211629 0.0 0.0 0.0
H 0.585601 -2.161452 -3.788079 0.0 0.0 0.1
H 0.985605 -1.666923 -6.153648 0.0 0.0 0.0
H 0.163947 0.442569 -7.141950 0.0 0.0 0.0
H -1.029356 2.091143 -5.740933 0.0 0.0 0.0
H -1.360621 1.661930 -3.343093 0.0 0.0 0.0
C 2.747615 -1.514221 -1.110357 0.0 0.0 0.0
N 2.417360 -0.141136 -0.580817 0.0 -0.1 0.0
C 3.402101 0.127017 0.526342 0.0 0.1 0.1
N 4.763848 0.038395 0.076368 0.0 0.0 0.1
C 5.010062 -1.310576 -0.450870 0.0 0.0 0.0
N 4.106670 -1.599522 -1.567320 0.0 -0.1 0.0
C 4.327697 -0.608808 -2.626700 0.0 0.0 0.0
N 4.081024 0.747032 -2.126870 0.0 0.1 -0.1
C 2.717523 0.846784 -1.683460 0.0 0.0 0.0
C 4.980005 1.010409 -1.002831 0.0 0.0 0.0
H 2.065623 -1.725974 -1.934048 0.0 0.0 -0.1
H 2.574934 -2.233965 -0.308617 0.0 0.0 0.0
H 3.219019 -0.608717 1.313979 0.0 0.0 0.0
H 3.206261 1.134905 0.905975 0.0 0.0 0.0
H 4.857737 -2.045126 0.341564 0.0 0.0 0.0
H 6.041291 -1.377166 -0.793394 0.0 0.0 0.0
H 3.657852 -0.813833 -3.463638 0.0 0.0 0.0
H 5.356055 -0.682233 -2.976936 0.0 0.0 0.0
H 2.039581 0.634546 -2.511412 0.0 0.0 0.0
H 2.514021 1.847993 -1.296390 0.0 0.0 0.0
H 4.804303 2.019421 -0.625211 0.0 0.0 0.0
H 6.012323 0.941354 -1.342054 0.0 0.0 0.0
```
Positions in Å, forces in eV/Å.